# C6H15O2

A cluster of 2 separate species, C6H15O2 in total in a non-equilibrium geometry (the ωB97M-V functional and the def2-TZVPD basis, the Open Molecules 2025 dataset).

Summary:
Total energy = -10559.382 eV
LUMO = 3.57 eV
Net charge = -1
Energy relative to the best compared isomer or geometry (same formula, charge and spin) = 29.15 kcal per mole
Highest occupied orbital energy = -2.872 eV

```
23
Properties=species:S:1:pos:R:3:forces:R:3
C 2.110082 -0.385748 0.547975 -0.7 -0.6 -0.3
O 3.179237 0.411405 0.570935 -0.2 0.2 0.2
C 0.731770 0.239086 -0.002369 1.5 -1.9 0.0
C -0.459866 0.157852 0.949939 -0.3 1.2 0.0
C -1.390850 -1.033918 0.699544 0.6 -0.3 -0.9
C -1.993339 -1.220336 -0.728725 0.5 0.8 0.7
C -2.090311 0.040388 -1.599726 -1.1 -0.5 0.2
H 1.774571 -0.856865 1.507712 0.3 0.2 0.5
H 2.264629 -1.305301 -0.082780 0.1 0.1 -0.1
H 0.538033 -0.419031 -0.847783 -0.3 0.1 -0.3
H 1.013766 1.192128 -0.431928 -0.5 0.5 0.3
H -0.156507 -0.001291 1.989297 0.4 0.4 0.0
H -0.875100 1.160107 0.861449 -0.9 0.0 0.4
H -0.636199 -1.792621 0.758959 0.4 -1.0 0.1
H -2.052067 -1.348934 1.506213 -0.4 0.8 0.1
H -2.966277 -1.710744 -0.673100 0.1 -0.2 -0.1
H -1.267116 -1.861271 -1.226665 -0.4 -0.3 -0.3
H -2.561487 -0.296526 -2.529253 0.7 0.2 -0.4
H -2.818949 0.785095 -1.262800 0.3 0.0 0.5
H -1.107032 0.487104 -1.683489 -0.1 0.2 -0.5
H 2.773934 2.281463 -0.094506 0.3 0.0 -0.1
H 3.078528 2.445785 1.260139 0.2 -0.1 0.2
O 2.910548 3.032174 0.510962 -0.2 0.3 -0.1
```
Positions in Å, forces in eV/Å.

# C6H15O2P

A cluster of 2 separate species, C6H15O2P in total in a non-equilibrium geometry (the ωB97M-V functional and the def2-TZVPD basis, the Open Molecules 2025 dataset).

Summary:
Total energy = -19847.192 eV
LUMO (spin up / spin down) = 0.58 / -0.16 eV
Energy relative to the best compared isomer or geometry (same formula, charge and spin) = 96.11 kcal per mole
Highest occupied orbital energy (spin up / spin down) = -7.563 / -7.662 eV

```
24
Properties=species:S:1:pos:R:3:forces:R:3
C -1.981863 -0.649935 1.100560 0.0 0.1 0.2
C -0.008272 2.558284 0.217224 0.0 0.0 -0.1
C 1.908718 0.514244 -1.386240 -0.3 -0.4 0.5
C -1.468053 0.773863 1.248023 -0.1 -0.2 0.0
C 0.313608 -2.825357 -0.905688 0.4 1.4 0.4
C -0.598936 1.164206 0.065123 0.5 -0.3 0.1
O 1.594987 -0.010531 1.275123 0.4 -0.2 1.0
O 1.581649 -3.208573 -1.164008 0.2 -0.1 0.0
P 0.829941 -0.039197 0.011876 -0.4 -0.4 -1.9
H -2.513875 -0.772184 0.158955 -0.1 -0.1 -0.1
H -1.133104 -1.332467 1.110134 -0.1 -0.2 0.0
H -2.651444 -0.910585 1.916318 -0.1 -0.1 0.1
H 0.487424 2.879791 -0.696944 0.0 0.1 0.0
H -0.792047 3.277492 0.449713 -0.1 0.1 0.0
H 0.715330 2.563063 1.031313 0.0 0.1 0.0
H 2.376553 1.458874 -1.114734 0.0 0.1 0.0
H 2.684099 -0.241883 -1.493590 0.0 0.0 -0.1
H 1.352813 0.603917 -2.312976 -0.1 0.0 -0.2
H -0.863835 0.843545 2.156808 -0.1 0.1 0.0
H -2.305384 1.471841 1.340825 0.1 0.1 0.0
H -0.162471 -3.190600 -0.010808 -0.1 0.0 0.2
H -0.277942 -2.680870 -1.790416 -0.1 0.0 -0.2
H -1.160112 1.082977 -0.865560 -0.1 -0.1 -0.1
H 2.072214 -3.329913 -0.341031 -0.1 0.0 -0.1
```
Positions in Å, forces in eV/Å.

# C6H15P

A cluster of 2 separate species, C6H15P in total in a non-equilibrium geometry (the ωB97M-V functional and the def2-TZVPD basis, the Open Molecules 2025 dataset).

Summary:
Total energy = -15750.441 eV
LUMO = 0.94 eV
Energy relative to the best compared isomer or geometry (same formula, charge and spin) = 62.41 kcal per mole
Highest occupied orbital energy = -8.425 eV

```
22
Properties=species:S:1:pos:R:3:forces:R:3
C 2.065775 -0.283056 -0.014502 1.3 1.1 2.0
C 0.937772 2.019085 0.349016 -2.5 1.2 -1.9
C -0.777572 -0.861741 1.391585 -0.1 2.3 -1.3
C -0.728434 -1.415640 -1.173428 -0.2 -1.9 1.1
C 1.086534 0.711014 -0.416596 -3.8 1.1 -1.4
C -0.771518 -0.345466 -0.102691 3.0 -0.4 1.2
P -2.120600 0.868916 -0.283340 2.8 2.4 -1.2
H 1.728414 -0.674732 0.926049 -0.2 -0.8 0.3
H 3.088344 0.044111 0.305602 -0.6 0.2 -1.0
H 2.078148 -0.976841 -0.779010 0.6 -2.0 -1.1
H 1.181420 1.919804 1.366433 0.4 -0.2 1.4
H -0.231047 2.337562 0.298388 2.8 -0.5 0.2
H 1.515672 2.903612 -0.065265 -0.5 -1.2 0.3
H -1.098598 0.039851 1.942949 0.0 -0.6 0.4
H -1.452774 -1.687094 1.601089 -0.1 -0.1 -0.2
H 0.223436 -1.072324 1.730866 0.2 -0.4 0.1
H -0.411398 -0.839810 -1.980275 0.0 0.3 -2.3
H -1.719794 -1.898598 -1.275892 0.2 0.5 -0.4
H -0.052370 -2.336985 -1.132295 -0.3 1.5 0.7
H 1.031988 0.897550 -1.567622 0.0 -0.4 2.0
H -2.963197 0.171494 0.377868 -2.8 -2.1 2.1
H -2.610200 0.479290 -1.498929 -0.3 -0.3 -1.1
```
Positions in Å, forces in eV/Å.

# C6H16

A cluster of 2 separate species, C6H16 in total in a non-equilibrium geometry (the ωB97M-V functional and the def2-TZVPD basis, the Open Molecules 2025 dataset).

Summary:
SMILES = CC(C)C.CC
Total energy = -6479.529 eV
LUMO = 1.06 eV
Energy relative to the best compared isomer or geometry (same formula, charge and spin) = 49.09 kcal per mole
Highest occupied orbital energy = -10.406 eV

```
22
Properties=species:S:1:pos:R:3:forces:R:3
C -1.343972 -1.701173 1.992189 -0.4 0.8 0.2
C -0.398636 -0.537804 1.654886 -0.6 2.4 2.7
C 1.018542 -0.677207 2.361905 -0.6 2.6 -1.6
C -0.384337 -0.278396 0.151083 1.4 1.3 0.6
H -1.175294 -1.970420 3.001299 0.3 -0.5 1.2
H -1.168057 -2.581519 1.406310 0.2 -0.5 -0.6
H -2.425153 -1.473196 1.983433 0.5 0.2 -0.5
H -0.899386 0.459269 2.229857 1.1 -2.4 -1.8
H 1.688867 -0.669931 1.509457 0.7 -1.0 0.2
H 1.421624 0.202255 2.948772 -1.1 -0.5 -0.6
H 1.023379 -1.466106 3.040294 0.5 -1.8 0.7
H -1.330016 0.219034 0.074909 -1.1 -0.7 -1.5
H 0.257526 0.572248 -0.130919 0.3 -0.2 0.5
H -0.006633 -1.083898 -0.524630 -1.2 0.2 0.7
C 0.978008 1.918301 -2.437660 2.9 -3.4 -2.3
C -0.061410 0.884186 -3.030059 -2.0 -0.2 4.5
H 1.655439 1.406417 -1.721630 -0.5 0.2 -0.1
H 1.746252 2.205312 -3.255423 -1.5 0.0 1.2
H 0.574575 2.730312 -1.947172 -1.0 1.8 0.7
H 0.010008 0.756294 -4.054242 -0.1 0.1 -2.0
H -1.100832 1.308280 -2.668640 1.7 -1.0 -1.3
H -0.080493 -0.222258 -2.584020 0.5 2.5 -0.7
```
Positions in Å, forces in eV/Å.

# C6H16

A cluster of 2 separate species, C6H16 in total (the ωB97M-V functional and the def2-TZVPD basis, the Open Molecules 2025 dataset).

Summary:
SMILES = CC(C)C.CC
Total energy = -6481.557 eV
LUMO = 1.00 eV
Energy relative to the best compared isomer or geometry (same formula, charge and spin) = 2.31 kcal per mole
Highest occupied orbital energy = -11.320 eV

```
22
Properties=species:S:1:pos:R:3:forces:R:3
C 1.782189 -1.230548 0.791222 0.0 0.4 -0.5
C 0.431956 -0.536414 0.987916 0.3 -0.2 -0.1
C -0.597003 -1.548915 1.465085 -0.1 -0.2 0.0
C 0.575371 0.618307 1.959444 -0.3 0.5 -0.1
H 2.113397 -1.672259 1.728528 0.1 -0.3 0.0
H 2.554754 -0.519471 0.475629 -0.1 0.0 0.1
H 1.719491 -1.976524 -0.009127 0.0 -0.1 0.3
H 0.130977 -0.135205 0.016077 -0.1 0.0 0.0
H -0.315238 -1.919935 2.450998 0.0 0.0 0.1
H -1.601308 -1.134718 1.557148 0.0 0.1 -0.1
H -0.646105 -2.421626 0.805652 0.0 0.1 0.0
H 1.267267 1.366236 1.562120 0.1 -0.1 0.1
H -0.379747 1.129639 2.121287 0.0 -0.1 0.0
H 0.925288 0.293737 2.938472 0.1 -0.1 0.0
C -0.455538 1.729258 -2.194017 0.0 0.0 0.4
C -1.538809 0.696085 -2.517052 0.2 -0.3 -0.2
H 0.548983 1.302185 -2.200686 -0.1 0.0 -0.2
H -0.504736 2.552792 -2.900182 0.2 0.1 -0.1
H -0.565270 2.164778 -1.195840 -0.2 0.0 -0.1
H -1.133843 -0.134307 -3.105560 0.0 0.2 0.0
H -1.971517 0.237798 -1.631403 -0.1 0.1 0.2
H -2.340569 1.139108 -3.105711 -0.1 0.0 0.1
```
Positions in Å, forces in eV/Å.

# C6H16

A cluster of 2 separate species, C6H16 in total in a non-equilibrium geometry (the ωB97M-V functional and the def2-TZVPD basis, the Open Molecules 2025 dataset).

Summary:
SMILES = CC(C)C.CC
Total energy = -6479.538 eV
LUMO = 1.08 eV
Energy relative to the best compared isomer or geometry (same formula, charge and spin) = 48.87 kcal per mole
Highest occupied orbital energy = -10.788 eV

```
22
Properties=species:S:1:pos:R:3:forces:R:3
C 2.101178 -0.962830 -1.581490 -2.2 5.8 1.3
C 0.812801 -0.885901 -0.723422 0.0 2.1 1.3
C -0.220252 0.114369 -1.295044 1.5 2.4 -1.4
C 0.165364 -2.216336 -0.438335 2.6 1.1 -2.4
H 1.834507 -0.331864 -2.473665 1.1 0.0 0.8
H 2.266209 -1.813073 -2.004591 0.9 -5.8 -2.1
H 2.999873 -0.658444 -1.038083 -0.2 0.3 -0.3
H 1.059204 -0.324673 0.206407 0.2 -0.9 -0.1
H -0.357355 0.006851 -2.372093 -0.1 -0.5 -0.2
H -1.205637 0.105553 -0.870948 -0.3 -0.3 0.5
H 0.162356 1.247680 -1.270120 -0.6 -2.4 0.4
H 0.906372 -2.917083 -0.244665 1.7 -1.3 1.1
H -0.470800 -2.194776 0.350231 -2.6 -0.1 1.7
H -0.068452 -2.552097 -1.418960 -1.8 -0.5 -0.7
C -1.984590 1.347518 1.714494 2.3 1.2 0.1
C -0.617446 2.004049 2.137367 0.1 0.6 -5.5
H -2.041383 1.141011 0.623357 -0.3 0.8 0.9
H -2.065598 0.434498 2.192762 0.1 -2.3 0.9
H -2.724754 1.903069 2.216404 -1.5 1.0 -0.4
H 0.181103 1.462385 1.620335 0.1 -0.5 0.3
H -0.301743 2.101577 3.106110 0.0 0.2 2.7
H -0.430948 2.988510 1.563947 -0.8 -1.0 1.2
```
Positions in Å, forces in eV/Å.

Which of these has the highest total energy?
number 4